Record 1
Computed, not measured: C30H47GeN7OSTi as an isolated structure at a distorted geometry, with ωB97M-V/def2-TZVPD.

Each line ends with the Mulliken charge.
Geometry (Å):
Ti1 -0.869203 -1.203218 0.200239  -0.48
N1 0.418303 -3.077208 0.084765  0.04
C1 0.328901 -3.750527 -1.241209  -0.67
C2 -1.111288 -3.731117 -1.701696  -0.94
N2 -1.626434 -2.333379 -1.751280  0.77
C3 -3.107437 -2.322760 -1.707140  -0.80
C4 -3.614132 -2.808296 -0.359677  -1.25
N3 -2.670798 -2.377099 0.717091  -0.26
C5 -1.176482 -1.683076 -3.018228  -1.12
C6 -0.837681 -0.239401 -2.752878  -0.62
N4 0.063560 -0.237989 -1.574035  0.00
H1 1.396847 -2.886929 0.309634  -0.26
H2 0.131244 -3.734462 0.809609  0.36
H3 0.700557 -4.770402 -1.194050  0.64
H4 0.976454 -3.211810 -1.930637  0.26
H5 -1.711424 -4.311986 -1.000906  0.41
H6 -1.222012 -4.212192 -2.675441  0.38
H7 -3.525956 -2.931021 -2.513180  0.49
H8 -3.426235 -1.298562 -1.894837  0.45
H9 -3.707181 -3.889204 -0.336342  0.44
H10 -4.611399 -2.422164 -0.167317  0.45
H11 -2.383729 -3.188234 1.260502  0.33
H12 -3.149138 -1.799277 1.403763  0.36
H13 -1.933928 -1.790855 -3.793920  0.40
H14 -0.285416 -2.196626 -3.379224  0.41
H15 -1.720064 0.343155 -2.504047  0.28
H16 -0.360927 0.216233 -3.619438  0.57
H17 0.353147 0.711747 -1.341344  0.04
H18 0.941283 -0.683417 -1.841782  0.09
C7 -5.194940 1.267638 -1.319688  -0.64
C8 -4.861217 1.591123 0.132464  -0.99
N5 -3.578403 2.297630 0.302256  0.27
C9 -3.657785 3.774284 0.449678  -0.68
C10 -3.688636 4.515299 -0.875970  -0.99
C11 -2.420492 1.647934 0.260438  1.07
C12 -1.158947 2.441881 0.439313  -0.98
N6 -2.329110 0.329504 0.048521  1.08
H19 -6.103329 0.665418 -1.370898  0.38
H20 -4.390992 0.718089 -1.817819  0.07
H21 -5.368829 2.175622 -1.894988  0.31
H22 -4.853644 0.698795 0.763099  0.52
H23 -5.630814 2.229725 0.558178  0.41
H24 -2.836377 4.102511 1.077157  0.35
H25 -4.564998 3.971294 1.016950  0.41
H26 -2.811045 4.298219 -1.489812  0.26
H27 -3.707874 5.590340 -0.693198  0.40
H28 -4.580106 4.266960 -1.452875  0.30
H29 -1.080297 3.211331 -0.329647  0.39
H30 -0.287313 1.800214 0.370628  -0.57
H31 -1.139028 2.948030 1.404302  0.50
H32 -3.246664 -0.039177 -0.141865  -0.67
O1 -1.028452 -1.153249 2.318097  -0.47
S1 0.264812 -0.442208 2.537457  0.60
N7 0.781110 -0.243765 1.152774  0.16
C13 3.396817 2.064305 5.313318  -0.58
C14 4.159191 0.989816 4.875970  -0.76
C15 3.968841 0.480324 3.598214  -0.27
C16 3.015845 1.041759 2.744637  0.15
C17 2.252847 2.124318 3.199946  0.25
C18 2.439828 2.630612 4.475197  -0.92
Ge1 2.813906 0.294743 0.985949  0.94
C19 3.486370 -1.497694 0.785167  0.87
C20 3.127259 -2.461341 1.736065  -0.77
C21 3.626033 -3.754189 1.665110  -0.40
C22 4.503091 -4.101312 0.640332  -0.72
C23 4.886570 -3.148961 -0.295478  -0.81
C24 4.385927 -1.854143 -0.222046  -0.66
C25 2.822285 1.483513 -0.524709  0.81
C26 3.029616 1.035337 -1.834088  -0.23
C27 3.055015 1.928172 -2.894579  -0.90
C28 2.876112 3.289464 -2.661650  -0.68
C29 2.689081 3.751647 -1.364344  -0.84
C30 2.672742 2.855807 -0.302637  -0.11
H33 3.550820 2.466875 6.306939  0.43
H34 4.905298 0.549808 5.525892  0.45
H35 4.578804 -0.355534 3.269236  0.43
H36 1.506130 2.589799 2.558476  0.05
H37 1.854121 3.474334 4.818063  0.46
H38 2.484812 -2.206513 2.573603  0.36
H39 3.357587 -4.481050 2.422174  0.50
H40 4.906670 -5.104910 0.589720  0.47
H41 5.594772 -3.407157 -1.073255  0.50
H42 4.739209 -1.125351 -0.943509  0.55
H43 3.204833 -0.017417 -2.041589  0.27
H44 3.246296 1.570445 -3.899263  0.49
H45 2.912909 3.990239 -3.486696  0.47
H46 2.585285 4.812924 -1.176622  0.50
H47 2.579017 3.247964 0.704909  0.46

Cartesian forces, eV/Å:
-0.816 -0.436 -1.537
-0.081 0.172 0.058
-0.063 0.149 0.118
-0.048 0.065 0.041
0.044 -0.079 -0.010
0.033 0.053 -0.048
0.135 0.001 0.083
-0.131 -0.220 0.216
0.030 -0.102 0.119
0.078 0.005 0.084
0.073 0.029 0.104
0.034 -0.019 -0.043
-0.017 -0.045 -0.028
0.021 -0.121 0.008
0.046 0.049 -0.048
-0.025 0.027 0.020
0.016 -0.023 -0.051
-0.001 -0.063 -0.008
-0.001 0.055 -0.006
0.013 -0.092 -0.006
-0.068 0.066 0.004
-0.057 -0.044 0.009
-0.044 0.022 0.004
-0.040 0.016 -0.052
0.023 -0.035 0.007
-0.070 0.048 0.047
0.023 0.019 -0.050
-0.049 0.006 -0.051
0.034 -0.030 0.007
-0.017 -0.028 -0.044
0.061 0.031 -0.022
0.158 -0.098 -0.076
-0.037 -0.161 0.071
-0.003 0.016 -0.089
-0.177 0.088 -0.004
-0.005 -0.019 -0.054
0.291 0.556 0.202
0.033 0.033 0.020
-0.031 0.021 0.020
0.009 -0.034 0.023
0.044 -0.070 -0.013
-0.011 0.034 -0.021
0.069 0.068 -0.019
-0.013 0.018 0.008
-0.036 -0.010 0.037
-0.007 -0.051 0.018
0.053 0.020 0.030
-0.015 0.014 0.010
0.009 -0.029 0.018
-0.012 -0.028 0.032
-0.266 -0.160 -0.060
-0.428 -0.277 0.412
0.017 0.053 0.926
1.279 0.555 -0.536
0.009 -0.017 -0.025
-0.031 0.048 0.029
0.052 -0.092 -0.046
0.102 -0.059 0.077
-0.139 0.053 -0.122
0.054 -0.010 0.075
-0.236 0.210 0.153
0.067 -0.084 -0.017
0.108 -0.058 0.046
0.060 -0.016 -0.034
-0.019 0.053 -0.011
0.003 -0.092 0.043
0.021 0.034 -0.099
0.023 0.037 -0.011
-0.026 -0.136 -0.061
0.008 0.100 -0.034
0.007 -0.056 0.061
0.020 -0.039 -0.083
-0.023 0.094 0.062
-0.017 -0.018 -0.045
-0.030 0.032 -0.029
-0.030 0.046 0.012
0.067 -0.050 0.044
0.013 -0.031 -0.020
-0.006 0.039 0.024
0.018 0.014 -0.024
-0.013 0.033 0.000
-0.029 0.008 0.035
-0.051 -0.002 0.067
-0.028 0.052 0.044
-0.017 0.019 0.038
-0.004 -0.035 0.030
0.009 -0.031 -0.001
0.000 -0.061 -0.056

## Properties
HOMO (spin up / spin down), eV: -16.460 / -16.470
Kohn-Sham gap (spin up / spin down), eV: 6.86 / 6.66
Spin multiplicity: 2
DFT total energy, hartree: -4953.722847
Net charge: +3
Energy above the lowest of the compared OMol25 structures with the same formula, charge and spin, eV: 0.279



Record 2
Computed, not measured: a 3-piece molecular cluster, C30H47IN2O8 overall at a distorted geometry, with ωB97M-V/def2-TZVPD.

Each line ends with the Mulliken charge.
Geometry (Å):
C1 -6.124552 2.360714 0.230160  -0.23
C2 -5.797961 1.494046 0.985909  -0.27
C3 -5.305135 0.608797 2.020632  -0.46
C4 -5.393473 -0.858572 1.573336  -1.56
C5 -4.242358 -1.177773 0.585726  0.12
C6 -3.281453 -2.302125 1.036992  0.51
C7 -2.636458 -1.741863 2.346649  -2.26
N1 -3.930993 -3.566308 1.528435  -0.29
C8 -3.673890 -4.654365 0.636182  0.34
O1 -3.780567 -5.814459 0.882783  -0.59
C9 -3.234544 -3.953517 -0.647214  -0.81
N2 -4.502063 -3.604383 -1.241722  -0.38
I1 -2.379403 -5.238974 -2.180387  0.11
C10 -2.286840 -2.802614 -0.075228  2.88
C11 -2.040825 -1.862052 -1.257214  -0.80
C12 -0.741874 -2.060859 -2.059160  -1.46
O2 -0.947593 -1.743282 -3.432019  -0.53
C13 -0.855036 -0.368295 -3.723302  -0.19
C14 -2.193000 0.395341 -3.710486  -0.88
C15 -1.127195 -3.559498 0.598752  -1.16
C16 0.300406 -3.032650 0.679050  0.24
C17 1.273585 -4.029715 0.642174  -1.39
C18 2.622391 -3.766753 0.732938  -0.78
C19 3.064612 -2.462198 0.867758  -0.80
C20 2.120722 -1.462943 0.922923  -0.80
C21 0.760813 -1.718604 0.839898  1.02
C22 -0.133341 -0.510464 0.991029  -0.32
H1 -6.489510 3.108272 -0.423995  0.43
H2 -4.264847 0.867696 2.194495  -0.02
H3 -5.833141 0.789415 2.953791  0.46
H4 -5.426753 -1.521528 2.430831  0.64
H5 -6.323230 -0.974469 1.024237  0.50
H6 -3.613714 -0.293707 0.533459  -0.49
H7 -4.613472 -1.328666 -0.420421  0.95
H8 -3.274618 -2.032714 3.172014  0.48
H9 -2.566769 -0.658654 2.378576  0.33
H10 -1.650474 -2.137780 2.572013  0.48
H11 -4.941396 -3.499845 1.617967  0.51
H12 -5.208625 -3.223935 -0.638825  0.26
H13 -4.479548 -3.216337 -2.169288  0.26
H14 -2.050725 -0.821184 -0.938798  -0.39
H15 -2.834190 -1.910419 -1.991197  1.09
H16 -0.385726 -3.082073 -2.014302  0.38
H17 0.067349 -1.434354 -1.690847  0.56
H18 -0.147850 0.150090 -3.072348  0.15
H19 -0.445407 -0.298647 -4.728185  0.48
H20 -3.035785 -0.222546 -3.419631  0.24
H21 -2.136533 1.231933 -3.016264  0.17
H22 -2.432945 0.819059 -4.679979  0.34
H23 -1.044174 -4.508320 0.072188  0.45
H24 -1.386335 -3.871252 1.605938  0.63
H25 0.965257 -5.061644 0.543200  0.47
H26 3.335357 -4.576106 0.713235  0.40
H27 4.114202 -2.234026 0.958685  0.43
H28 2.455003 -0.443859 1.060402  0.43
H29 -0.022845 0.139069 0.121794  0.06
H30 0.187208 0.094597 1.835027  0.95
H31 -1.183843 -0.711451 1.111795  -0.80
C23 2.555167 2.935303 0.306119  -0.56
C24 1.862405 3.763245 1.366675  -0.28
O3 0.557413 4.186552 0.942605  -0.41
C25 -0.395918 3.262994 1.029038  0.76
O4 -0.262902 2.141835 1.450543  -0.55
O5 -1.533657 3.791412 0.577160  -0.42
C26 -2.626283 2.870820 0.560180  -0.30
H32 2.578030 3.470610 -0.644317  0.25
H33 3.578753 2.707815 0.604525  0.36
H34 2.029721 1.995626 0.136915  -0.12
H35 2.419330 4.679968 1.551888  0.33
H36 1.792011 3.224806 2.311278  0.29
H37 -2.755094 2.404644 1.534691  0.24
H38 -2.458918 2.109293 -0.201985  0.12
H39 -3.521554 3.430228 0.312640  0.20
C27 9.441406 1.890384 -0.231282  -1.08
C28 8.679868 2.749748 0.754834  -0.16
O6 8.238126 3.977178 0.156262  -0.37
C29 7.152400 3.882758 -0.608101  0.81
O7 6.512083 2.883884 -0.812843  -0.56
O8 6.895654 5.090742 -1.111461  -0.34
C30 5.790567 5.121778 -2.015638  -0.39
H40 10.259926 2.457028 -0.676773  0.29
H41 9.851419 1.012905 0.268369  0.36
H42 8.793140 1.554108 -1.039601  0.31
H43 9.329614 3.046269 1.576046  0.29
H44 7.830621 2.215512 1.179827  0.29
H45 4.904298 4.680842 -1.564239  0.07
H46 6.044511 4.594751 -2.934217  0.29
H47 5.591969 6.163717 -2.249300  0.24

Cartesian forces, eV/Å:
-0.300 0.003 -0.259
0.156 0.586 0.286
-0.040 -0.573 0.058
0.258 0.158 -0.611
0.124 -0.338 0.177
0.132 0.717 1.314
-0.123 -0.151 0.100
-0.463 -0.485 -1.097
0.662 0.632 -0.004
-0.338 -0.119 0.065
-0.195 -0.534 -0.224
0.069 -0.186 -0.207
0.112 0.010 0.416
-1.446 -0.894 -0.503
1.048 0.802 0.372
-0.148 0.112 -0.224
0.173 -0.069 0.302
-0.360 0.304 -0.584
0.106 0.219 0.231
0.706 0.168 -0.400
0.372 0.167 -0.073
0.061 -0.285 -0.095
0.295 -0.053 0.065
-0.127 -0.147 0.010
0.387 0.089 0.029
-1.097 0.072 0.275
0.469 -0.086 -0.370
-0.016 0.110 -0.201
0.191 -0.018 0.225
-0.202 0.007 0.039
0.143 -0.085 0.158
-0.302 -0.137 0.178
0.105 0.169 -0.203
-0.115 -0.030 -0.049
-0.173 -0.076 0.166
0.025 0.095 -0.124
-0.007 -0.087 -0.044
0.107 0.088 0.651
0.045 0.145 -0.008
-0.001 0.119 0.019
-0.024 0.139 0.171
-0.327 -0.362 0.019
-0.057 -0.217 -0.105
0.073 0.087 0.227
0.138 -0.222 0.234
0.124 -0.107 -0.116
0.006 -0.207 0.058
-0.125 0.077 0.136
0.029 -0.020 -0.213
0.178 -0.032 -0.085
-0.375 0.120 0.163
-0.101 -0.096 -0.058
0.041 -0.151 -0.041
0.148 0.023 -0.041
-0.079 0.169 0.003
0.008 0.037 -0.079
-0.020 -0.221 0.020
0.147 -0.108 -0.195
-0.162 -0.097 -0.151
0.454 -0.079 0.074
-0.076 0.020 0.011
0.038 0.264 0.021
-0.120 0.546 0.071
0.046 -0.067 0.026
-0.222 -0.044 -0.089
0.075 0.068 0.042
0.014 0.031 -0.002
0.006 -0.035 0.077
-0.158 0.103 -0.057
-0.137 -0.065 -0.038
0.082 -0.030 0.000
0.007 -0.086 0.062
0.109 0.144 -0.023
-0.068 0.071 -0.228
0.198 -0.337 0.171
-0.044 0.087 0.042
0.129 0.015 0.021
-0.070 0.002 0.009
-0.042 0.035 0.010
-0.184 0.077 -0.183
0.054 -0.011 0.092
0.006 0.015 0.033
-0.049 -0.035 0.058
-0.028 0.178 -0.044
-0.084 0.039 -0.115
0.039 -0.093 -0.007
-0.056 -0.097 0.041
0.165 0.052 0.119

## Properties
HOMO, eV: -8.714
Kohn-Sham gap, eV: 9.20
Spin multiplicity: 1
SMILES: C#CCCC[C@@]1(C)NC(=O)[C@](N)(I)[C@]1(CCOCC)Cc1ccccc1C.CCOC(=O)OC.CCOC(=O)OC
DFT total energy, hartree: -2180.354899